P.
Computed, not measured: a single C4H8N2S molecule, with ωB97M-V/def2-TZVPD.

XYZ file:
```
15
Properties=species:S:1:pos:R:3
C 0.64 0.49 0.44
C -1.47 -0.77 -0.25
C -1.38 -1.12 -1.75
C 0.14 -0.87 -1.73
H 2.33 1.41 0.78
H 2.61 0.39 -0.52
H -2.06 0.06 0.14
H -1.43 -1.55 0.50
H -1.59 -2.20 -1.88
H -1.98 -0.65 -2.48
H 0.48 -0.19 -2.76
H 0.86 -1.80 -1.63
N 1.85 0.99 -0.05
N -0.13 -0.22 -0.44
S 0.07 0.80 1.94
```

The calculation puts the HOMO-LUMO gap at 9.02 eV. The SMILES is NC(=S)N1CCC1. The HOMO energy is -8.28 eV. As for the total charge: 0.

The Löwdin scheme yields these atomic charges, measured in e: atom 1 (C): -0.933, atom 2 (C): -0.139, atom 3 (C): -0.150, atom 4 (C): -0.150, atom 5 (H): 0.073, atom 6 (H): 0.127, atom 7 (H): 0.094, atom 8 (H): 0.106, atom 9 (H): 0.101, atom 10 (H): 0.091, atom 11 (H): 0.169, atom 12 (H): 0.135, atom 13 (N): 0.035, atom 14 (N): -0.182, atom 15 (S): 0.623

Q.
Computed, not measured: a single C4H8N2S molecule, with ωB97M-V/def2-TZVPD.

XYZ file:
```
15
Properties=species:S:1:pos:R:3
C 1.08 -0.21 0.29
C -0.29 -1.06 0.36
C 0.24 1.08 0.05
C -2.27 0.54 -0.05
H 2.88 -0.02 -0.48
H 1.94 -0.75 -1.45
H 1.45 -0.13 1.39
H -0.47 -1.81 1.20
H -0.52 -1.65 -0.53
H 0.34 1.62 -0.92
H 0.46 1.77 0.87
H -2.35 1.56 -0.42
N 2.12 -0.69 -0.44
N -0.98 0.20 0.26
S -3.61 -0.45 -0.13
```

The calculation puts the HOMO-LUMO gap at 8.96 eV. The SMILES is NC1CN(C=S)C1. The HOMO energy is -8.29 eV. As for the total charge: 0.

The Löwdin scheme yields these atomic charges, measured in e: atom 1 (C): -0.399, atom 2 (C): -0.099, atom 3 (C): -0.076, atom 4 (C): -0.678, atom 5 (H): 0.083, atom 6 (H): 0.096, atom 7 (H): 0.162, atom 8 (H): 0.131, atom 9 (H): 0.106, atom 10 (H): 0.124, atom 11 (H): 0.106, atom 12 (H): 0.055, atom 13 (N): 0.033, atom 14 (N): -0.178, atom 15 (S): 0.534

R.
Computed, not measured: 2 unconnected molecules or ions with the total composition C4H8N2S, with ωB97M-V/def2-TZVPD.

XYZ file:
```
15
Properties=species:S:1:pos:R:3
C 1.85 0.68 -0.82
C -0.78 1.26 0.35
C 0.35 0.84 1.17
C 1.36 0.04 0.38
N 2.32 1.21 -1.74
N -0.89 -2.23 -0.98
S 1.90 -1.29 0.99
H -0.79 2.35 0.23
H -0.71 0.67 -0.56
H -1.78 1.08 0.80
H -0.06 0.14 2.03
H 0.98 1.71 1.47
H -1.65 -2.66 -0.39
H -1.08 -2.60 -1.89
H -1.03 -1.20 -1.03
```

The calculation puts the HOMO-LUMO gap at 8.21 eV. The SMILES is CCC(=S)C#N.N. The HOMO energy is -9.22 eV. As for the total charge: 0.

The Löwdin scheme yields these atomic charges, measured in e: atom 1 (C): -0.251, atom 2 (C): -0.134, atom 3 (C): -0.328, atom 4 (C): -0.863, atom 5 (N): 0.184, atom 6 (N): 0.008, atom 7 (S): 0.851, atom 8 (H): 0.091, atom 9 (H): 0.049, atom 10 (H): 0.090, atom 11 (H): 0.136, atom 12 (H): 0.135, atom 13 (H): 0.037, atom 14 (H): -0.004, atom 15 (H): 0.000

Least stable of them? R.

P.
Computed, not measured: a gas-phase ion, C4H11NP (charge +1), with ωB97M-V/def2-TZVPD.

XYZ file:
```
17
Properties=species:S:1:pos:R:3
C -0.29 -1.22 0.42
C -0.02 0.92 0.73
C -1.32 -0.12 0.86
C 1.66 -0.08 -0.89
N 0.91 -0.25 0.34
P -2.73 -0.05 -0.40
H -0.26 -2.08 1.07
H -0.60 -1.61 -0.64
H 0.02 1.58 -0.12
H 0.25 1.51 1.61
H -1.55 -0.16 1.95
H 0.93 0.46 -1.50
H 2.66 0.37 -0.84
H 1.92 -1.17 -1.18
H 1.52 -0.38 1.15
H -1.89 0.08 -1.49
H -3.40 1.20 -0.07
```

The calculation puts the HOMO-LUMO gap at 9.84 eV. The SMILES is C[N@H+]1C[C@@H](P)C1. The HOMO energy is -13.04 eV. As for the total charge: +1.

The Löwdin scheme yields these atomic charges, measured in e: atom 1 (C): -0.125, atom 2 (C): -0.046, atom 3 (C): -0.478, atom 4 (C): -0.006, atom 5 (N): -0.149, atom 6 (P): 0.854, atom 7 (H): 0.121, atom 8 (H): 0.136, atom 9 (H): 0.100, atom 10 (H): 0.124, atom 11 (H): 0.106, atom 12 (H): 0.101, atom 13 (H): 0.120, atom 14 (H): 0.146, atom 15 (H): 0.187, atom 16 (H): -0.119, atom 17 (H): -0.072

Q.
Computed, not measured: a gas-phase ion, C4H11NP (charge +1), with ωB97M-V/def2-TZVPD.

XYZ file:
```
17
Properties=species:S:1:pos:R:3
C 0.37 -0.06 0.41
C 1.48 -0.64 1.17
C 1.83 0.33 -1.38
C 0.44 0.41 -0.84
N -2.88 -0.32 0.30
P -1.67 0.49 1.19
H 1.97 -1.48 0.63
H 1.02 -0.95 2.22
H 2.13 0.13 1.44
H 1.97 0.13 -2.49
H 2.19 1.33 -1.06
H 2.49 -0.40 -0.97
H -0.32 0.69 -1.59
H -2.59 -0.57 -0.64
H -3.54 0.48 0.37
H -3.29 -1.20 0.88
H -1.60 1.63 0.36
```

The calculation puts the HOMO-LUMO gap at 9.24 eV. The SMILES is C/C=C(\C)P[NH3+]. The HOMO energy is -13.35 eV. As for the total charge: +1.

The Löwdin scheme yields these atomic charges, measured in e: atom 1 (C): -0.335, atom 2 (C): -0.125, atom 3 (C): -0.105, atom 4 (C): -0.225, atom 5 (N): -0.171, atom 6 (P): 0.915, atom 7 (H): 0.103, atom 8 (H): 0.126, atom 9 (H): 0.066, atom 10 (H): 0.114, atom 11 (H): 0.107, atom 12 (H): 0.050, atom 13 (H): 0.106, atom 14 (H): 0.110, atom 15 (H): 0.108, atom 16 (H): 0.213, atom 17 (H): -0.057

R.
Computed, not measured: a gas-phase ion, C4H11NP (charge +1), with ωB97M-V/def2-TZVPD.

XYZ file:
```
17
Properties=species:S:1:pos:R:3
C 0.53 0.72 1.06
C 1.33 1.34 -0.07
C -0.40 -0.08 0.00
C -0.20 -1.62 -0.10
N 0.48 0.65 -1.09
P -2.17 0.63 0.01
H 1.05 0.06 1.75
H 0.09 1.43 1.69
H 1.12 2.43 -0.14
H 2.31 0.96 -0.18
H -0.41 -1.95 -1.17
H -0.77 -2.36 0.46
H 0.81 -1.89 -0.20
H -0.21 1.29 -1.63
H 0.98 0.09 -1.70
H -2.49 -0.26 0.96
H -2.31 -0.20 -0.99
```

The calculation puts the HOMO-LUMO gap at 11.08 eV. The SMILES is C[C@@]1(P)CC[NH2+]1. The HOMO energy is -14.54 eV. As for the total charge: +1.

The Löwdin scheme yields these atomic charges, measured in e: atom 1 (C): -0.128, atom 2 (C): -0.076, atom 3 (C): -0.607, atom 4 (C): -0.060, atom 5 (N): 0.075, atom 6 (P): 0.948, atom 7 (H): 0.120, atom 8 (H): 0.085, atom 9 (H): 0.151, atom 10 (H): 0.125, atom 11 (H): 0.107, atom 12 (H): 0.091, atom 13 (H): 0.062, atom 14 (H): 0.190, atom 15 (H): 0.137, atom 16 (H): -0.091, atom 17 (H): -0.130

S.
Computed, not measured: 2 unconnected molecules or ions with the total composition C4H11NP, with ωB97M-V/def2-TZVPD.

XYZ file:
```
17
Properties=species:S:1:pos:R:3
C -1.37 -0.53 0.64
C -0.40 0.58 0.91
C -1.16 -0.95 -0.84
C 0.88 0.21 0.27
N 1.52 1.36 -0.46
P 0.64 -1.15 -1.10
H -1.09 -1.40 1.23
H -2.47 -0.48 0.94
H -0.90 1.58 0.51
H -0.34 0.82 2.07
H -1.74 -1.84 -1.13
H -1.41 -0.25 -1.59
H 2.12 -0.25 1.02
H 1.68 2.23 0.10
H 0.95 1.47 -1.29
H 2.47 1.08 -0.81
H 0.63 -2.48 -0.46
```

The calculation puts the HOMO-LUMO gap at 9.86 eV. The HOMO energy is -13.69 eV. As for the total charge: +1.

The Löwdin scheme yields these atomic charges, measured in e: atom 1 (C): -0.263, atom 2 (C): -0.273, atom 3 (C): -0.440, atom 4 (C): -0.508, atom 5 (N): 0.098, atom 6 (P): 0.945, atom 7 (H): 0.103, atom 8 (H): 0.147, atom 9 (H): 0.167, atom 10 (H): 0.167, atom 11 (H): 0.095, atom 12 (H): 0.045, atom 13 (H): 0.247, atom 14 (H): 0.188, atom 15 (H): 0.132, atom 16 (H): 0.165, atom 17 (H): -0.014

Least stable of them? Q.

P.
Computed, not measured: 6 unconnected molecules or ions with the total composition C10H30BrO5, with ωB97M-V/def2-TZVPD.

XYZ file:
```
46
Properties=species:S:1:pos:R:3
Br 1.20 -1.86 -0.69
C -2.01 4.49 0.18
C -1.34 3.25 -0.40
O -0.57 2.55 0.60
H -2.81 4.90 -0.44
H -1.24 5.23 0.42
H -2.51 4.24 1.11
H -0.70 3.55 -1.23
H -2.05 2.52 -0.77
H -0.31 1.70 0.26
C -5.75 -1.87 -0.72
C -4.36 -1.28 -0.52
O -3.56 -1.41 -1.67
H -6.26 -1.29 -1.50
H -6.36 -1.69 0.16
H -5.72 -2.93 -0.95
H -3.83 -1.73 0.31
H -4.40 -0.22 -0.25
H -2.65 -1.48 -1.39
C 5.64 1.64 0.94
C 5.11 0.76 2.01
O 6.17 -0.13 2.35
H 4.87 2.25 0.47
H 6.05 1.03 0.14
H 6.42 2.32 1.30
H 4.27 0.12 1.74
H 4.77 1.32 2.88
H 5.85 -0.73 3.02
C -2.16 -5.22 4.24
C -0.88 -4.48 3.84
O -1.13 -3.16 3.38
H -2.76 -5.51 3.39
H -2.72 -4.64 4.98
H -1.86 -6.14 4.75
H -0.46 -5.10 3.05
H -0.20 -4.52 4.68
H -0.41 -2.92 2.79
C 1.32 2.00 -5.18
C 2.78 1.86 -4.72
O 2.81 1.85 -3.33
H 0.81 2.96 -5.03
H 0.66 1.25 -4.75
H 1.24 1.81 -6.25
H 3.30 2.68 -5.22
H 3.30 0.94 -5.00
H 2.45 1.05 -2.96
```

The calculation puts the HOMO-LUMO gap at 7.24 eV. The HOMO energy is -4.30 eV. As for the total charge: -1.

The Löwdin scheme yields these atomic charges, measured in e: atom 1 (Br): -0.897, atom 2 (C): -0.095, atom 3 (C): -0.319, atom 4 (O): -0.090, atom 5 (H): 0.067, atom 6 (H): 0.069, atom 7 (H): 0.067, atom 8 (H): 0.102, atom 9 (H): 0.104, atom 10 (H): 0.071, atom 11 (C): -0.090, atom 12 (C): -0.336, atom 13 (O): -0.085, atom 14 (H): 0.067, atom 15 (H): 0.065, atom 16 (H): 0.072, atom 17 (H): 0.110, atom 18 (H): 0.100, atom 19 (H): 0.071, atom 20 (C): -0.098, atom 21 (C): -0.331, atom 22 (O): -0.096, atom 23 (H): 0.077, atom 24 (H): 0.079, atom 25 (H): 0.073, atom 26 (H): 0.115, atom 27 (H): 0.104, atom 28 (H): 0.074, atom 29 (C): -0.101, atom 30 (C): -0.335, atom 31 (O): -0.074, atom 32 (H): 0.070, atom 33 (H): 0.068, atom 34 (H): 0.064, atom 35 (H): 0.108, atom 36 (H): 0.100, atom 37 (H): 0.075, atom 38 (C): -0.096, atom 39 (C): -0.331, atom 40 (O): -0.087, atom 41 (H): 0.067, atom 42 (H): 0.070, atom 43 (H): 0.059, atom 44 (H): 0.102, atom 45 (H): 0.108, atom 46 (H): 0.079

Q.
Computed, not measured: 6 unconnected molecules or ions with the total composition C10H30BrO5, with ωB97M-V/def2-TZVPD.

XYZ file:
```
46
Properties=species:S:1:pos:R:3
Br 0.69 -1.04 0.82
C 1.29 -5.01 -2.90
C 1.48 -3.88 -1.90
O 0.57 -4.11 -0.84
H 0.27 -5.22 -3.22
H 1.64 -5.93 -2.42
H 1.92 -4.89 -3.78
H 1.28 -2.91 -2.36
H 2.52 -3.80 -1.56
H 0.57 -3.32 -0.27
C -2.43 2.35 -2.33
C -1.34 1.78 -1.45
O -1.84 0.59 -0.86
H -2.15 3.26 -2.86
H -3.33 2.55 -1.74
H -2.71 1.61 -3.07
H -1.01 2.53 -0.72
H -0.41 1.59 -2.01
H -1.07 0.22 -0.37
C 0.53 2.66 2.00
C 1.37 2.56 3.27
O 1.04 1.42 4.04
H 0.74 3.62 1.51
H -0.54 2.68 2.22
H 0.76 1.80 1.37
H 1.27 3.48 3.86
H 2.42 2.49 2.98
H 0.25 1.60 4.55
C 3.68 -0.13 -2.03
C 2.62 0.92 -2.29
O 2.18 1.54 -1.10
H 4.54 0.22 -1.46
H 4.03 -0.62 -2.94
H 3.21 -0.94 -1.46
H 1.77 0.37 -2.72
H 2.97 1.67 -3.00
H 1.68 0.85 -0.63
C -4.17 -0.50 3.44
C -3.20 -0.05 2.37
O -1.91 0.03 2.98
H -4.08 0.04 4.38
H -4.01 -1.56 3.65
H -5.21 -0.45 3.08
H -3.45 0.89 1.88
H -3.22 -0.84 1.61
H -1.25 -0.12 2.27
```

The calculation puts the HOMO-LUMO gap at 8.66 eV. The HOMO energy is -5.42 eV. As for the total charge: -1.

The Löwdin scheme yields these atomic charges, measured in e: atom 1 (Br): -0.010, atom 2 (C): -0.106, atom 3 (C): -0.357, atom 4 (O): -0.127, atom 5 (H): 0.067, atom 6 (H): 0.067, atom 7 (H): 0.064, atom 8 (H): 0.100, atom 9 (H): 0.105, atom 10 (H): -0.062, atom 11 (C): -0.098, atom 12 (C): -0.347, atom 13 (O): -0.119, atom 14 (H): 0.065, atom 15 (H): 0.067, atom 16 (H): 0.069, atom 17 (H): 0.103, atom 18 (H): 0.095, atom 19 (H): -0.057, atom 20 (C): -0.103, atom 21 (C): -0.330, atom 22 (O): -0.085, atom 23 (H): 0.072, atom 24 (H): 0.070, atom 25 (H): 0.007, atom 26 (H): 0.099, atom 27 (H): 0.107, atom 28 (H): 0.076, atom 29 (C): -0.105, atom 30 (C): -0.341, atom 31 (O): -0.132, atom 32 (H): 0.071, atom 33 (H): 0.067, atom 34 (H): 0.048, atom 35 (H): 0.102, atom 36 (H): 0.103, atom 37 (H): -0.050, atom 38 (C): -0.110, atom 39 (C): -0.336, atom 40 (O): -0.128, atom 41 (H): 0.067, atom 42 (H): 0.070, atom 43 (H): 0.067, atom 44 (H): 0.103, atom 45 (H): 0.112, atom 46 (H): -0.042

Least stable of them? P.